No. 1
Below is a 10-piece molecular cluster, C16H52O18 overall at a distorted geometry, with properties calculated with ωB97M-V with the def2-TZVPD basis set.

Geometry (Å):
O: 3.10 3.91 -2.11
C: 4.19 3.42 -2.87
C: 5.22 4.46 -3.36
O: 6.15 4.79 -2.34
H: 2.31 3.87 -2.67
H: 4.73 2.66 -2.29
H: 3.76 2.88 -3.72
H: 4.66 5.35 -3.62
H: 5.73 3.95 -4.17
H: 6.80 4.09 -2.31
O: 0.45 1.84 -6.20
C: -0.34 2.97 -5.88
C: -0.11 3.40 -4.43
O: 1.23 3.88 -4.24
H: 1.36 2.15 -6.18
H: -0.18 3.82 -6.55
H: -1.40 2.79 -6.07
H: -0.17 2.51 -3.80
H: -0.78 4.20 -4.13
H: 1.29 4.83 -4.36
O: 1.51 -1.83 2.85
C: 2.47 -1.58 3.88
C: 2.16 -2.27 5.17
O: 1.15 -1.57 5.89
H: 1.40 -2.78 2.71
H: 3.42 -1.91 3.43
H: 2.68 -0.51 3.91
H: 3.08 -2.29 5.78
H: 1.98 -3.33 4.95
H: 0.57 -2.26 6.22
O: -3.54 1.73 -0.70
C: -4.35 1.15 -1.72
C: -5.82 1.33 -1.38
O: -6.32 2.65 -1.51
H: -2.63 1.73 -1.03
H: -4.13 1.68 -2.66
H: -4.22 0.07 -1.86
H: -6.00 0.91 -0.38
H: -6.40 0.61 -1.97
H: -6.16 3.04 -0.65
O: 4.26 -4.36 1.84
C: 3.68 -4.55 0.58
C: 2.23 -4.03 0.55
O: 1.53 -4.48 1.73
H: 3.56 -4.38 2.51
H: 4.30 -4.02 -0.15
H: 3.69 -5.58 0.20
H: 1.73 -4.58 -0.26
H: 2.04 -2.97 0.38
H: 1.61 -5.44 1.78
O: -4.78 -1.00 1.43
C: -4.58 -0.04 2.44
C: -3.25 -0.22 3.12
O: -3.21 -1.46 3.88
H: -4.00 -1.06 0.85
H: -4.63 0.95 1.98
H: -5.45 -0.02 3.09
H: -2.97 0.58 3.80
H: -2.49 -0.35 2.35
H: -2.60 -2.03 3.39
O: -2.27 -1.66 0.22
C: -2.71 -3.02 0.25
C: -1.90 -3.83 1.23
O: -2.05 -3.44 2.61
H: -1.47 -1.63 -0.33
H: -3.75 -3.09 0.59
H: -2.57 -3.40 -0.76
H: -0.84 -3.81 0.95
H: -2.15 -4.90 1.24
H: -2.99 -3.58 2.81
O: -0.70 1.60 -1.29
C: 0.51 1.93 -0.63
C: 0.69 1.06 0.60
O: 0.80 -0.34 0.39
H: -0.63 0.75 -1.73
H: 1.40 1.83 -1.26
H: 0.52 2.96 -0.27
H: -0.16 1.29 1.25
H: 1.57 1.43 1.14
H: 0.73 -0.70 1.28
O: 2.69 2.90 3.48
H: 2.57 2.15 4.08
H: 2.33 3.65 3.97
O: -0.07 -1.90 -1.78
H: 0.73 -2.31 -2.12
H: 0.24 -1.28 -1.09

For the LUMO energy, the calculation gives 0.10 eV. For the energy relative to the best compared isomer or geometry (same formula, charge and spin), the calculation gives 0.321 eV. Its orbital gap is 9.36 eV. As for the electronic energy: -54285.8421 eV. The HOMO energy is -9.25 eV. The spin multiplicity is 1.

=====

No. 2
Below is CH3PS4 as an isolated structure at a distorted geometry, with properties calculated with ωB97M-V with the def2-TZVPD basis set.

Geometry (Å):
C: -1.48 -0.62 -0.47
P: -0.65 -0.60 1.23
S: -1.79 1.21 -0.71
S: -0.89 1.46 1.15
S: 2.53 0.66 -0.42
S: 1.96 -0.98 0.51
H: -0.67 -0.82 -1.11
H: -2.44 -1.14 -0.69
H: 3.43 0.83 0.51

For the LUMO energy (spin up / spin down), the calculation gives -0.20 / -2.40 eV. For the energy relative to the best compared isomer or geometry (same formula, charge and spin), the calculation gives 0.728 eV. Its orbital gap (spin up / spin down) is 6.12 / 6.02 eV. As for the electronic energy: -53712.6429 eV. The HOMO energy (spin up / spin down) is -6.32 / -8.42 eV. The spin multiplicity is 3.

=====

No. 3
Below is an isolated ion of composition C7H10FN2O and charge +1 at a distorted geometry, with properties calculated with ωB97M-V with the def2-TZVPD basis set.

Geometry (Å):
O: -1.71 -1.68 -0.05
C: -1.46 -0.37 0.11
C: 0.21 0.05 -0.05
C: 0.83 1.28 0.02
N: 2.17 0.98 0.03
C: 2.34 -0.35 -0.05
C: 3.79 -0.91 0.08
F: 4.53 0.22 0.16
N: 1.16 -0.95 -0.11
C: -2.51 0.60 -0.43
C: -2.25 0.43 1.06
H: -1.83 -1.99 -0.93
H: 0.59 2.32 -0.29
H: 3.01 1.65 -0.01
H: 3.90 -1.43 -0.86
H: 4.09 -1.47 1.01
H: 1.12 -1.99 -0.22
H: -3.32 0.19 -0.82
H: -2.09 1.52 -0.80
H: -1.68 1.12 1.62
H: -2.96 -0.05 1.60

For the LUMO energy, the calculation gives -2.92 eV. The charge is +1. For the energy relative to the best compared isomer or geometry (same formula, charge and spin), the calculation gives 0.543 eV. Its orbital gap is 10.42 eV. As for the electronic energy: -15157.5069 eV. The HOMO energy is -13.34 eV. The spin multiplicity is 1.

=====

No. 4
Below is C16H47BeNO16S5 as an isolated structure at a distorted geometry, with properties calculated with ωB97M-V with the def2-TZVPD basis set.

Geometry (Å):
Be: -16.21 11.90 16.19
N: -12.22 11.34 16.86
H: -12.74 11.77 16.06
H: -11.85 12.07 17.46
H: -11.52 10.64 16.63
H: -13.01 10.87 17.30
C: -13.67 12.92 13.79
O: -13.95 12.53 15.11
H: -12.63 12.69 13.56
H: -14.24 12.30 13.08
H: -13.91 13.97 13.65
O: -17.00 13.96 15.13
S: -17.98 14.76 14.40
O: -18.34 16.09 14.82
O: -17.43 14.96 12.87
C: -16.26 15.77 12.65
C: -15.50 15.29 11.42
C: -19.44 13.79 13.90
H: -15.66 15.77 13.56
H: -16.54 16.81 12.48
H: -15.13 14.26 11.55
H: -14.54 15.76 11.23
H: -16.05 15.27 10.48
H: -20.10 14.48 13.37
H: -19.94 13.41 14.79
H: -19.13 13.05 13.16
O: -14.53 8.72 11.60
S: -13.81 8.02 12.64
O: -14.41 6.91 13.33
O: -12.37 7.52 12.04
C: -11.51 8.48 11.40
C: -10.17 7.89 11.10
C: -13.29 9.24 13.89
H: -11.31 9.33 12.07
H: -12.01 8.83 10.50
H: -9.56 7.65 11.97
H: -9.69 8.66 10.50
H: -10.16 7.04 10.42
H: -13.01 8.65 14.76
H: -14.23 9.73 14.17
H: -12.58 9.94 13.47
O: -12.72 13.95 17.74
S: -14.08 14.43 17.86
O: -15.14 13.43 17.79
O: -14.23 15.27 19.26
C: -13.35 16.37 19.50
C: -13.51 16.79 20.96
C: -14.34 15.67 16.56
H: -13.48 17.19 18.79
H: -12.36 15.92 19.39
H: -13.21 15.94 21.58
H: -14.56 16.97 21.20
H: -12.91 17.66 21.19
H: -13.49 16.36 16.54
H: -15.26 16.15 16.90
H: -14.51 15.13 15.63
O: -9.77 15.18 9.13
S: -10.31 15.39 10.46
O: -9.53 15.12 11.64
O: -10.84 16.87 10.57
C: -11.59 17.40 9.46
C: -11.13 18.83 9.20
C: -11.90 14.55 10.66
H: -12.62 17.49 9.82
H: -11.53 16.83 8.54
H: -11.82 19.37 8.56
H: -10.15 18.82 8.72
H: -10.96 19.35 10.14
H: -12.49 14.79 11.54
H: -11.70 13.49 10.83
H: -12.54 14.72 9.79
O: -17.25 10.94 14.22
S: -18.24 10.06 13.61
O: -19.59 9.99 14.13
O: -18.46 10.53 12.06
C: -17.31 10.87 11.33
C: -17.66 11.93 10.26
C: -17.59 8.33 13.41
H: -16.88 10.02 10.79
H: -16.44 11.28 11.85
H: -16.75 12.39 9.89
H: -18.36 12.64 10.71
H: -18.24 11.50 9.44
H: -17.08 8.05 14.33
H: -16.96 8.33 12.51
H: -18.38 7.62 13.15

For the LUMO energy, the calculation gives -9.87 eV. The charge is +2. For the energy relative to the best compared isomer or geometry (same formula, charge and spin), the calculation gives 0.000 eV. Its orbital gap is 5.00 eV. As for the electronic energy: -106159.8767 eV. The HOMO energy is -14.87 eV. The spin multiplicity is 1.

=====

No. 5
Below is C37H76Cl32FO3PSSi2 as an isolated structure at a distorted geometry, with properties calculated with ωB97M-V with the def2-TZVPD basis set.

Geometry (Å):
C: -2.50 -8.59 0.48
C: -2.11 -7.52 0.22
C: -1.41 -6.26 -0.03
Si: -2.58 -4.76 0.15
S: -2.00 -3.37 -1.39
O: -4.13 -5.34 -0.03
Si: -5.29 -4.14 -0.23
C: -6.84 -4.72 0.73
C: -7.02 -6.23 0.72
F: -7.98 -4.10 0.24
P: -2.35 -3.65 2.11
O: -2.39 -2.04 1.70
O: -0.77 -3.86 2.65
H: -2.58 -9.60 0.73
H: -0.62 -6.17 0.71
H: -1.02 -6.32 -1.05
H: -1.46 -4.11 -2.38
H: -4.85 -2.85 0.34
H: -5.67 -3.93 -1.64
H: -6.71 -4.42 1.77
H: -6.08 -6.73 0.96
H: -7.29 -6.54 -0.29
H: -7.77 -6.56 1.43
H: -1.89 -1.56 2.38
H: -0.57 -4.80 2.65
Cl: -4.48 -4.49 5.21
C: -4.26 -6.25 5.34
C: -2.83 -6.67 5.07
Cl: -2.37 -6.43 3.37
H: -4.94 -6.73 4.64
H: -4.54 -6.53 6.35
H: -2.71 -7.73 5.29
H: -2.13 -6.12 5.70
Cl: 2.44 0.05 3.44
C: 1.16 0.48 2.28
C: 0.77 -0.69 1.41
Cl: 2.07 -1.15 0.28
H: 1.51 1.32 1.69
H: 0.30 0.81 2.86
H: -0.09 -0.43 0.79
H: 0.52 -1.56 2.00
Cl: 3.35 -5.18 -2.59
C: 4.05 -3.60 -3.06
C: 3.00 -2.52 -3.04
Cl: 1.80 -2.72 -4.34
H: 4.50 -3.71 -4.04
H: 4.83 -3.37 -2.33
H: 3.47 -1.55 -3.20
H: 2.47 -2.49 -2.10
Cl: 2.02 2.76 -0.21
C: 3.66 2.06 -0.15
C: 4.71 3.04 -0.61
Cl: 4.58 3.38 -2.36
H: 3.66 1.16 -0.75
H: 3.85 1.78 0.89
H: 5.70 2.62 -0.44
H: 4.64 3.98 -0.07
Cl: 5.46 1.44 2.32
C: 6.66 0.94 3.54
C: 7.18 -0.45 3.28
Cl: 5.93 -1.70 3.55
H: 6.20 1.02 4.52
H: 7.49 1.65 3.49
H: 7.99 -0.68 3.97
H: 7.55 -0.56 2.27
Cl: -0.88 5.03 -3.98
C: 0.77 4.35 -3.97
C: 1.79 5.33 -4.45
Cl: 1.63 5.68 -6.20
H: 0.77 3.44 -4.57
H: 0.98 4.07 -2.94
H: 2.79 4.93 -4.30
H: 1.71 6.28 -3.91
Cl: -1.23 1.24 0.03
C: -2.45 1.58 -1.23
C: -2.63 0.39 -2.13
Cl: -1.17 0.13 -3.15
H: -2.14 2.46 -1.78
H: -3.38 1.81 -0.71
H: -3.46 0.56 -2.81
H: -2.82 -0.52 -1.57
Cl: -4.38 3.65 -3.36
C: -3.58 2.73 -4.67
C: -4.54 2.35 -5.77
Cl: -5.74 1.14 -5.23
H: -3.12 1.85 -4.22
H: -2.79 3.37 -5.06
H: -3.99 1.91 -6.59
H: -5.08 3.22 -6.14
Cl: 2.08 7.22 -2.05
C: 1.00 7.04 -0.63
C: 1.75 7.19 0.66
Cl: 2.86 5.82 0.94
H: 0.51 6.08 -0.71
H: 0.24 7.82 -0.71
H: 1.05 7.20 1.50
H: 2.33 8.11 0.69
Cl: -4.96 -0.05 1.68
C: -6.16 -0.45 2.94
C: -5.61 -0.23 4.33
Cl: -4.33 -1.40 4.75
H: -6.47 -1.48 2.79
H: -7.02 0.19 2.78
H: -6.41 -0.36 5.06
H: -5.20 0.77 4.44
Cl: -0.55 -9.95 -2.71
C: 0.66 -9.18 -3.77
C: 1.15 -7.87 -3.21
Cl: -0.12 -6.61 -3.22
H: 0.21 -9.05 -4.75
H: 1.49 -9.87 -3.86
H: 1.97 -7.49 -3.81
H: 1.50 -7.98 -2.19
Cl: 2.57 10.02 3.34
C: 1.20 11.15 3.31
C: -0.05 10.50 2.77
Cl: 0.12 10.15 1.03
H: 1.48 12.02 2.72
H: 1.03 11.47 4.34
H: -0.90 11.17 2.88
H: -0.27 9.57 3.28
Cl: -0.19 -13.47 0.72
C: 0.97 -12.41 -0.12
C: 1.19 -11.11 0.61
Cl: -0.25 -10.07 0.58
H: 0.60 -12.24 -1.13
H: 1.91 -12.96 -0.19
H: 2.00 -10.56 0.14
H: 1.46 -11.28 1.65
Cl: -2.09 8.84 -5.04
C: -1.28 7.93 -6.34
C: -2.23 7.54 -7.44
Cl: -3.42 6.32 -6.91
H: -0.81 7.06 -5.89
H: -0.49 8.57 -6.74
H: -1.67 7.10 -8.26
H: -2.78 8.40 -7.82
Cl: 4.17 12.22 -0.20
C: 3.74 10.56 -0.69
C: 4.62 10.03 -1.79
Cl: 4.35 10.88 -3.34
H: 2.69 10.56 -0.99
H: 3.84 9.93 0.19
H: 4.40 8.98 -1.97
H: 5.67 10.13 -1.54
Cl: 3.30 -2.13 8.69
C: 3.90 -0.67 7.87
C: 5.10 -0.96 6.99
Cl: 6.54 -1.40 7.94
H: 4.14 0.07 8.63
H: 3.09 -0.29 7.26
H: 5.35 -0.08 6.41
H: 4.89 -1.78 6.30

For the LUMO energy, the calculation gives 0.21 eV. For the energy relative to the best compared isomer or geometry (same formula, charge and spin), the calculation gives 0.000 eV. Its orbital gap is 7.71 eV. As for the electronic energy: -485064.3175 eV. The HOMO energy is -7.50 eV. The spin multiplicity is 1.

=====

No. 6
Below is a 7-piece molecular cluster, C13H40N2O8 overall at a distorted geometry, with properties calculated with ωB97M-V with the def2-TZVPD basis set.

Geometry (Å):
N: 21.69 -15.50 -12.62
H: 22.23 -14.73 -12.24
H: 21.12 -15.09 -13.34
H: 21.14 -15.92 -11.88
H: 22.31 -16.20 -13.00
N: 17.23 -12.34 -15.17
O: 17.90 -13.31 -15.54
O: 16.12 -12.19 -15.64
O: 17.63 -11.68 -14.28
C: 23.29 -12.44 -17.91
O: 22.46 -13.23 -18.72
H: 22.73 -11.53 -17.68
H: 23.50 -12.91 -16.96
H: 24.21 -12.16 -18.43
H: 21.65 -13.39 -18.23
C: 15.62 -8.82 -21.76
C: 16.25 -7.90 -20.69
C: 16.64 -6.49 -21.19
O: 15.35 -7.65 -19.67
H: 15.63 -9.87 -21.47
H: 16.17 -8.79 -22.71
H: 14.59 -8.57 -21.98
H: 17.15 -8.42 -20.34
H: 17.07 -6.51 -22.20
H: 17.29 -5.99 -20.48
H: 15.72 -5.93 -21.38
H: 15.22 -8.50 -19.25
C: 22.77 -5.60 -12.58
C: 22.93 -6.35 -13.94
C: 23.07 -5.33 -15.08
O: 24.04 -7.21 -13.85
H: 23.59 -4.95 -12.30
H: 22.59 -6.30 -11.77
H: 21.89 -4.95 -12.67
H: 22.08 -6.99 -14.16
H: 23.97 -4.74 -14.92
H: 22.32 -4.53 -15.07
H: 23.11 -5.72 -16.09
H: 24.83 -6.70 -13.70
C: 15.96 -7.45 -6.96
C: 16.85 -8.05 -7.97
C: 17.65 -9.20 -7.30
O: 16.06 -8.52 -9.05
H: 16.45 -6.96 -6.12
H: 15.23 -8.14 -6.55
H: 15.47 -6.65 -7.49
H: 17.54 -7.35 -8.44
H: 16.96 -9.93 -6.89
H: 18.15 -8.79 -6.42
H: 18.37 -9.65 -7.99
H: 16.54 -9.14 -9.61
C: 11.99 -16.84 -15.70
C: 12.24 -17.15 -17.16
C: 11.32 -16.40 -18.14
O: 13.57 -16.81 -17.53
H: 12.23 -15.80 -15.47
H: 12.55 -17.52 -15.06
H: 10.94 -16.97 -15.45
H: 12.02 -18.20 -17.34
H: 11.54 -16.73 -19.16
H: 11.58 -15.34 -18.17
H: 10.25 -16.45 -17.94
H: 13.82 -15.94 -17.20

For the LUMO energy, the calculation gives -2.45 eV. Its orbital gap is 3.93 eV. As for the electronic energy: -33481.4953 eV. The HOMO energy is -6.38 eV. The spin multiplicity is 1.